(1)
{"formula": "C36H72O18S9", "method": "the ωB97M-V functional and the def2-TZVPD basis", "e_above_lowest_kj_mol": 0.0, "total_charge": 0, "lumo_ev": 0.0, "gap_ev": 10.12, "total_energy_ha": -6352.7834, "smiles": "O=S1(=O)CCCC1.O=S1(=O)CCCC1.O=S1(=O)CCCC1.O=S1(=O)CCCC1.O=S1(=O)CCCC1.O=S1(=O)CCCC1.O=S1(=O)CCCC1.O=S1(=O)CCCC1.O=S1(=O)CCCC1", "molar_mass_g_mol": 1081.56, "species": ["O", "S", "O", "C", "C", "C", "C", "H", "H", "H", "H", "H", "H", "H", "H", "O", "S", "O", "C", "C", "C", "C", "H", "H", "H", "H", "H", "H", "H", "H", "O", "S", "O", "C", "C", "C", "C", "H", "H", "H", "H", "H", "H", "H", "H", "O", "S", "O", "C", "C", "C", "C", "H", "H", "H", "H", "H", "H", "H", "H", "O", "S", "O", "C", "C", "C", "C", "H", "H", "H", "H", "H", "H", "H", "H", "O", "S", "O", "C", "C", "C", "C", "H", "H", "H", "H", "H", "H", "H", "H", "O", "S", "O", "C", "C", "C", "C", "H", "H", "H", "H", "H", "H", "H", "H", "O", "S", "O", "C", "C", "C", "C", "H", "H", "H", "H", "H", "H", "H", "H", "O", "S", "O", "C", "C", "C", "C", "H", "H", "H", "H", "H", "H", "H", "H"], "positions_angstrom": [[1.8873, -5.7701, 0.6664], [1.6312, -4.3557, 0.8432], [0.3188, -3.8830, 1.1859], [2.9259, -3.6070, 1.8626], [3.8731, -2.8931, 0.8916], [3.6810, -3.4195, -0.5155], [2.1433, -3.5792, -0.6879], [3.3768, -4.2624, 2.6033], [2.4766, -2.7977, 2.4433], [3.6713, -1.8264, 0.9483], [4.9028, -3.0364, 1.2189], [4.1121, -4.4053, -0.7107], [4.0855, -2.7901, -1.3064], [1.6963, -4.1375, -1.5070], [1.7672, -2.5556, -0.7690], [7.4241, 0.2969, 2.7580], [5.9890, 0.0766, 2.6806], [5.3510, -1.1559, 3.1188], [5.1067, 1.5188, 3.4621], [3.9727, 1.8655, 2.4671], [3.9849, 0.9581, 1.2258], [5.4113, 0.4788, 1.0363], [5.8434, 2.3082, 3.3233], [4.8397, 1.3268, 4.4927], [3.0187, 1.8749, 2.9999], [4.0286, 2.9043, 2.1353], [3.6478, 1.4734, 0.3300], [3.2926, 0.1236, 1.3352], [6.0846, 1.2354, 0.6348], [5.5142, -0.4253, 0.4346], [1.2962, 2.0755, -0.1718], [0.7422, 0.7329, -0.1272], [1.5612, -0.4043, -0.5215], [0.0778, 0.3539, 1.5568], [-1.3391, -0.1559, 1.3565], [-1.9485, 0.5938, 0.1755], [-0.8927, 0.6196, -0.9401], [-0.0726, 1.3832, 1.9056], [0.8105, -0.1403, 2.1836], [-1.3550, -1.2267, 1.1161], [-1.9772, -0.1411, 2.2397], [-2.1186, 1.6333, 0.4782], [-2.9004, 0.1265, -0.0677], [-1.0292, 1.4067, -1.6809], [-0.9568, -0.3014, -1.5189], [0.5158, -0.0910, -3.5652], [1.2893, -1.2845, -3.8436], [0.8161, -2.5892, -3.4142], [1.6858, -1.2628, -5.6201], [2.7910, -0.2475, -5.7165], [3.8164, -0.6639, -4.6299], [3.0493, -0.9994, -3.3428], [0.8077, -1.0798, -6.2340], [2.1607, -2.2050, -5.9107], [3.2528, -0.2955, -6.7012], [2.4311, 0.7576, -5.4838], [4.5450, 0.1311, -4.4712], [4.3666, -1.4697, -5.1197], [3.0497, -0.3412, -2.4806], [3.3243, -2.0180, -3.0666], [2.5855, 6.4962, -2.6918], [3.2485, 5.2930, -3.1453], [4.6532, 5.1128, -2.8547], [2.4091, 3.7850, -2.5581], [1.9220, 3.0160, -3.7967], [2.8459, 3.4209, -4.9781], [2.9317, 4.9425, -4.9371], [1.7307, 3.9624, -1.7236], [3.1427, 3.1899, -2.0076], [1.9283, 1.9456, -3.5973], [0.8873, 3.2171, -4.0812], [2.4751, 3.1259, -5.9577], [3.8230, 2.9744, -4.7798], [1.9086, 5.3159, -5.0306], [3.6260, 5.5622, -5.4937], [-1.0098, -1.9006, 6.5359], [-0.8940, -2.3177, 5.1486], [-0.5406, -1.2783, 4.2064], [0.3576, -3.6435, 5.1314], [-0.3954, -4.9122, 4.7565], [-1.5723, -4.5012, 3.8736], [-2.3178, -3.3476, 4.5297], [0.7420, -3.6212, 6.1482], [1.1655, -3.4101, 4.4415], [0.2328, -5.6228, 4.2168], [-0.7040, -5.4685, 5.6464], [-2.2117, -5.3522, 3.6410], [-1.0952, -4.2060, 2.9358], [-2.8641, -3.7107, 5.3990], [-2.9555, -2.7806, 3.8587], [-6.0590, 4.0945, 4.1726], [-4.8899, 3.5874, 4.8428], [-4.8623, 3.7211, 6.2865], [-4.4496, 1.8996, 4.4075], [-2.9467, 1.9484, 4.6452], [-2.3930, 3.1532, 3.8959], [-3.3669, 4.3361, 4.1922], [-4.6774, 1.8555, 3.3381], [-5.0519, 1.1811, 4.9525], [-2.7609, 1.9783, 5.7202], [-2.4425, 1.0461, 4.2887], [-2.3839, 2.8811, 2.8370], [-1.3658, 3.4412, 4.1106], [-3.6019, 4.7975, 3.2299], [-3.0128, 5.1616, 4.8020], [-3.8339, -3.1205, 0.1115], [-3.4331, -2.8876, -1.2626], [-3.8420, -1.6736, -1.9520], [-1.6478, -3.2172, -1.3902], [-1.4624, -4.6254, -1.9937], [-2.8083, -5.3689, -2.0143], [-3.9220, -4.3750, -2.2418], [-1.0814, -2.9073, -0.5164], [-1.3157, -2.5797, -2.2135], [-1.0674, -4.5493, -3.0070], [-0.7065, -5.1841, -1.4414], [-2.9580, -5.7723, -1.0045], [-2.8255, -6.2496, -2.6527], [-4.9331, -4.6251, -1.9229], [-4.0233, -4.1877, -3.3148], [-2.6934, 4.3924, -0.8218], [-3.5628, 3.7687, -1.7892], [-3.0177, 3.0881, -2.9360], [-4.8142, 2.6848, -1.0572], [-6.1802, 3.2864, -1.3709], [-6.0504, 4.1878, -2.5925], [-4.7707, 4.9950, -2.4246], [-4.5186, 2.5998, -0.0126], [-4.6640, 1.7229, -1.5469], [-6.8889, 2.4822, -1.5737], [-6.6135, 3.7935, -0.5041], [-6.8710, 4.8515, -2.8471], [-5.8644, 3.4605, -3.3935], [-4.9604, 5.6846, -1.5966], [-4.3176, 5.5179, -3.2605]], "forces_ev_per_a": [[-0.2, 0.3, 0.5], [1.2, 0.1, -1.3], [-0.6, 0.0, 0.6], [-0.5, 1.1, 0.5], [0.9, -0.4, 0.1], [-1.1, -1.2, -1.2], [0.5, 1.1, 0.3], [0.0, -0.5, -0.5], [-0.4, -0.3, 0.1], [-0.1, -0.1, -0.2], [0.0, 0.1, 0.0], [0.3, 0.0, 0.5], [0.0, 0.3, 0.3], [0.5, -0.3, -0.1], [-0.5, -0.2, 0.4], [-0.9, -0.7, 0.1], [-0.3, 1.2, 0.7], [0.6, 0.4, -0.2], [0.7, -0.2, -1.9], [-0.8, 0.5, 0.6], [0.0, -0.1, 0.0], [0.1, -0.6, -0.1], [0.2, -0.1, 0.7], [0.0, -0.1, 0.0], [-0.1, -0.5, -0.2], [0.5, 0.0, 0.1], [0.0, 0.2, 0.1], [0.2, -0.1, 0.2], [0.0, 0.1, 0.1], [-0.1, 0.0, 0.0], [-0.2, -0.7, -0.1], [-1.4, -0.9, 0.9], [0.2, 0.4, -0.3], [-0.4, 2.0, -0.6], [0.0, -1.6, -0.3], [0.7, 0.8, 0.6], [-0.5, -0.3, -0.4], [0.4, 0.0, 0.4], [-0.2, -0.4, -0.1], [0.3, 0.0, -0.1], [0.3, 0.5, 0.2], [-0.2, 0.0, 0.0], [0.1, 0.1, -0.5], [0.2, 0.3, 0.2], [0.5, -0.1, 0.2], [0.1, -0.5, 0.0], [0.7, 0.3, -0.7], [0.1, 0.7, -0.1], [0.1, -0.4, 0.1], [0.2, 0.7, 0.6], [-0.2, 1.1, -0.7], [-0.5, -1.8, -0.7], [-0.1, 0.1, 0.2], [-0.5, -0.3, 0.3], [0.0, 0.3, 0.0], [-0.1, 0.0, -0.4], [-0.1, 0.1, 0.1], [0.0, -0.5, 0.8], [0.1, 0.2, -0.2], [0.1, 0.2, 0.5], [0.2, -0.4, -0.4], [-0.3, -0.7, 0.2], [0.0, 0.2, -0.3], [0.2, -0.3, 0.5], [-0.2, 0.2, -0.3], [0.4, 0.2, 0.4], [-0.7, 0.5, 1.9], [-0.6, 0.5, -0.7], [0.5, 0.1, -0.5], [0.2, 0.0, 0.0], [0.0, 0.3, 0.3], [0.0, -0.3, 0.1], [0.1, 0.0, -0.4], [0.1, 0.3, -0.4], [0.2, -0.4, -0.3], [-0.6, -0.4, -0.6], [0.5, 0.1, 0.8], [-0.3, -0.2, -0.5], [-0.3, 0.1, 0.1], [0.0, -0.6, 0.4], [0.4, -0.2, -0.6], [1.0, 0.0, 0.4], [0.1, -0.1, 0.0], [-0.2, 0.2, -0.2], [0.1, 0.2, -0.1], [-0.2, 0.3, 0.1], [-0.2, 0.1, 0.1], [-0.4, 0.3, -0.1], [0.0, 0.3, 0.1], [0.1, 0.2, 0.0], [0.1, -0.4, -0.5], [0.0, 0.9, 1.2], [0.2, -0.3, -0.4], [0.1, 1.0, -0.7], [0.7, -1.2, 0.4], [-0.5, 0.6, 0.4], [0.1, -0.3, -1.7], [0.0, -0.3, 0.0], [0.1, 0.1, 0.2], [0.0, 0.2, 0.0], [-0.2, -0.1, 0.0], [-0.3, 0.3, -0.1], [0.0, -0.3, 0.4], [-0.4, 0.0, 0.1], [0.0, -0.4, 0.6], [0.0, 0.3, -0.4], [0.2, -1.0, -0.6], [0.4, -0.5, 0.6], [-0.1, 0.7, -1.8], [0.1, -0.3, 0.2], [-0.1, -0.5, 1.8], [-0.2, 0.6, -0.6], [-0.3, -0.5, 0.3], [-0.1, 0.5, 0.3], [-0.1, 0.3, 0.0], [-0.2, -0.1, 0.2], [0.1, 0.0, 0.0], [0.0, 0.3, -0.4], [0.2, -0.3, 0.4], [0.2, 0.7, 0.1], [0.0, -0.4, 0.1], [-1.1, 1.1, -0.7], [0.4, -0.2, 0.0], [0.8, 0.0, 0.1], [-0.9, 0.0, 0.8], [1.2, -0.7, -1.0], [0.2, -0.3, 1.4], [-0.4, 0.0, 0.1], [0.0, 0.0, 0.0], [0.1, 0.0, -0.1], [0.3, 0.2, 0.0], [-0.3, -0.3, 0.2], [-0.4, 0.4, -0.4], [0.4, 0.2, -0.1], [-0.2, -0.2, -0.2]]}


(2)
{"formula": "C36H72O18S9", "method": "the ωB97M-V functional and the def2-TZVPD basis", "e_above_lowest_kj_mol": 283.2, "total_charge": 0, "lumo_ev": 0.0, "gap_ev": 9.90, "total_energy_ha": -6352.6756, "smiles": "O=S1(=O)CCCC1.O=S1(=O)CCCC1.O=S1(=O)CCCC1.O=S1(=O)CCCC1.O=S1(=O)CCCC1.O=S1(=O)CCCC1.O=S1(=O)CCCC1.O=S1(=O)CCCC1.O=S1(=O)CCCC1", "molar_mass_g_mol": 1081.56, "species": ["O", "S", "O", "C", "C", "C", "C", "H", "H", "H", "H", "H", "H", "H", "H", "O", "S", "O", "C", "C", "C", "C", "H", "H", "H", "H", "H", "H", "H", "H", "O", "S", "O", "C", "C", "C", "C", "H", "H", "H", "H", "H", "H", "H", "H", "O", "S", "O", "C", "C", "C", "C", "H", "H", "H", "H", "H", "H", "H", "H", "O", "S", "O", "C", "C", "C", "C", "H", "H", "H", "H", "H", "H", "H", "H", "O", "S", "O", "C", "C", "C", "C", "H", "H", "H", "H", "H", "H", "H", "H", "O", "S", "O", "C", "C", "C", "C", "H", "H", "H", "H", "H", "H", "H", "H", "O", "S", "O", "C", "C", "C", "C", "H", "H", "H", "H", "H", "H", "H", "H", "O", "S", "O", "C", "C", "C", "C", "H", "H", "H", "H", "H", "H", "H", "H"], "positions_angstrom": [[-5.4992, 2.7407, -5.5144], [-4.2745, 3.2861, -4.9972], [-3.6884, 4.5159, -5.6076], [-4.0879, 3.2813, -3.1800], [-2.7044, 2.7495, -2.9660], [-2.5245, 1.5367, -3.8713], [-3.0719, 1.9553, -5.2733], [-4.8503, 2.5559, -2.8862], [-4.3385, 4.2641, -2.7865], [-1.9177, 3.4470, -3.2618], [-2.5642, 2.5012, -1.9129], [-3.1113, 0.7617, -3.3785], [-1.4646, 1.2856, -3.8783], [-3.7256, 1.1267, -5.5529], [-2.3841, 2.0245, -6.1121], [-2.6123, 0.0562, -0.3783], [-1.2149, -0.2867, -0.2582], [-0.7219, -1.4150, -1.0365], [-0.2844, 1.3002, -0.5480], [0.8987, 1.1796, 0.4311], [0.3415, 0.6327, 1.7173], [-0.5903, -0.4799, 1.5289], [-0.9837, 2.1278, -0.4386], [0.0507, 1.3137, -1.5852], [1.6519, 0.5717, -0.0729], [1.4342, 2.1193, 0.5779], [-0.0477, 1.3555, 2.4331], [1.2435, 0.1678, 2.1331], [-1.4901, -0.3656, 2.1278], [-0.1286, -1.4644, 1.5167], [1.6312, 5.0204, -2.6004], [1.2857, 4.1187, -3.6656], [0.6322, 2.8530, -3.3992], [0.2737, 4.8578, -5.0754], [0.8437, 4.0318, -6.2050], [2.3742, 3.8788, -6.1134], [2.8236, 3.8425, -4.6599], [0.5424, 5.9157, -5.1048], [-0.8055, 4.8675, -4.9359], [0.3518, 3.0779, -6.4006], [0.5655, 4.5318, -7.1380], [2.8886, 4.7246, -6.5723], [2.7569, 3.0570, -6.7195], [3.3125, 4.8088, -4.5453], [3.3928, 3.0235, -4.2305], [4.2038, -4.9421, 5.8821], [4.2635, -3.5182, 5.5723], [5.5489, -2.9890, 5.0567], [2.9836, -3.0798, 4.2822], [2.1153, -2.0135, 4.9897], [2.9392, -1.3457, 6.0217], [3.5726, -2.4269, 6.8671], [2.5891, -4.0173, 3.9023], [3.6896, -2.6566, 3.5663], [1.7849, -1.2801, 4.2535], [1.2911, -2.5696, 5.4406], [2.3265, -0.7225, 6.6715], [3.7671, -0.8894, 5.4725], [2.8861, -2.9782, 7.5084], [4.3800, -2.0202, 7.4753], [3.5118, -1.2590, 1.5547], [4.8101, -0.7059, 1.2289], [5.0940, -0.1359, -0.0923], [5.2108, 0.5176, 2.5215], [6.7141, 0.3127, 2.6963], [7.0143, -1.2253, 2.7331], [6.2116, -1.8408, 1.5618], [4.5430, 0.0732, 3.2618], [4.8368, 1.4890, 2.2055], [7.2960, 0.8534, 1.9495], [7.0793, 0.7499, 3.6282], [6.7639, -1.6203, 3.7167], [8.0899, -1.3773, 2.6455], [5.8479, -2.8096, 1.9022], [6.8048, -1.8763, 0.6523], [-3.8418, -2.8794, 4.1783], [-4.0547, -2.7379, 2.7217], [-2.9202, -2.5965, 1.7902], [-5.1418, -3.9689, 2.0191], [-6.5666, -3.4364, 2.0255], [-6.5395, -1.9135, 1.8081], [-5.3250, -1.3708, 2.6231], [-4.8938, -4.9380, 2.4557], [-4.8233, -4.1625, 0.9910], [-7.1332, -3.9831, 1.2743], [-6.8942, -3.7052, 3.0315], [-7.3741, -1.4413, 2.3244], [-6.4116, -1.5224, 0.8015], [-5.5728, -1.1870, 3.6639], [-4.6862, -0.6581, 2.1014], [3.2594, 3.8515, 0.3564], [3.0598, 5.1977, 0.8406], [3.8375, 6.3572, 0.4020], [1.2570, 5.5519, 0.5863], [0.7368, 5.9638, 1.9022], [1.5433, 5.1569, 2.9142], [2.9943, 5.2857, 2.6429], [0.8393, 4.6086, 0.2291], [1.0626, 6.2315, -0.2427], [0.8622, 7.0391, 2.0418], [-0.3285, 5.7336, 1.9372], [1.2971, 4.0895, 2.8674], [1.1271, 5.3784, 3.9001], [3.8055, 4.6618, 3.0130], [3.3535, 6.3091, 2.7759], [-6.6553, -2.6489, -3.6699], [-5.6779, -1.5892, -3.7967], [-6.0438, -0.3175, -4.3487], [-4.6296, -1.4234, -2.2747], [-3.5659, -2.4885, -2.4538], [-3.0445, -2.4261, -3.8542], [-4.2401, -2.1623, -4.8415], [-5.1632, -1.5598, -1.3370], [-4.3430, -0.3912, -2.4759], [-2.8077, -2.5250, -1.6735], [-4.1494, -3.4040, -2.2996], [-2.4258, -3.2950, -4.0800], [-2.3701, -1.5763, -3.9805], [-4.7184, -3.0598, -5.2307], [-4.0317, -1.3222, -5.4954], [0.1673, -4.9421, 2.8747], [0.7030, -5.6772, 1.7516], [1.2425, -7.0579, 1.8812], [-0.6066, -5.5194, 0.4715], [-0.2743, -4.1868, -0.3173], [1.2212, -3.9756, -0.2679], [1.9565, -4.6356, 0.8712], [-1.6155, -5.6766, 0.8449], [-0.5191, -6.2709, -0.3180], [-0.6588, -4.1211, -1.3330], [-0.8469, -3.4132, 0.1947], [1.5880, -2.9471, -0.2129], [1.5868, -4.2728, -1.2534], [2.3547, -3.8926, 1.5563], [2.6611, -5.2887, 0.3615]], "forces_ev_per_a": [[-0.6, 0.8, 0.7], [2.7, 0.8, -2.4], [-1.2, -1.6, 1.5], [-1.1, 0.1, -0.9], [0.8, 0.3, 0.2], [0.2, 0.9, 0.0], [-0.7, -2.0, 1.2], [0.0, 0.0, 0.3], [0.2, 0.0, -0.1], [-0.2, 0.4, 0.3], [0.0, -0.1, -0.1], [0.1, -0.4, -0.6], [-0.1, -0.3, -0.1], [-0.2, 0.2, -0.3], [0.2, 0.9, 0.3], [-0.5, -0.2, 0.2], [1.1, 0.8, 0.5], [0.0, 0.9, 0.2], [0.6, -1.1, -0.5], [-0.8, 1.3, -1.5], [2.6, -0.3, 1.2], [-2.0, -0.5, -2.1], [0.0, -0.1, 0.5], [-0.1, -0.1, 0.0], [-0.1, -0.6, 0.4], [-0.3, 0.2, 0.0], [0.1, 0.3, -0.3], [-0.1, 0.3, 0.8], [0.1, -0.6, 0.1], [-0.3, -0.1, 0.3], [-0.5, 0.1, 0.2], [-0.2, -0.2, -1.3], [0.2, 0.0, 0.4], [1.4, -0.1, 1.3], [-0.5, 0.3, -1.9], [0.3, -0.3, -0.6], [-1.2, 1.4, 0.4], [0.4, -0.1, -0.3], [0.0, -0.7, 0.3], [0.0, -0.2, 0.9], [0.4, 0.3, 0.0], [-0.4, 0.3, 0.0], [-0.4, -0.4, 0.3], [0.5, -0.3, 0.7], [-0.1, -0.1, -0.2], [0.0, 1.3, 0.3], [0.4, -1.0, -1.3], [-1.5, -0.2, 1.1], [1.9, 0.4, 1.2], [-0.8, -1.6, -1.6], [0.5, -0.3, 0.6], [1.0, -0.2, 0.0], [-0.5, 0.2, 0.2], [-0.5, 0.2, -0.4], [-0.4, -0.2, 0.0], [-0.3, 0.4, -0.1], [0.3, 0.6, -0.3], [-0.1, 0.9, 0.5], [-0.1, -0.2, -0.3], [0.1, -0.3, 0.0], [0.0, -0.3, -0.3], [1.4, 1.1, -1.2], [-0.7, -0.6, 1.1], [-0.1, -1.3, -0.9], [0.4, 0.0, 1.2], [-0.2, 1.4, -0.5], [0.0, -0.1, 1.3], [0.5, 0.5, 0.8], [0.2, 0.0, -0.1], [-0.3, -0.3, -0.4], [-0.3, 0.0, 0.2], [-0.5, -0.1, -0.3], [0.0, -0.1, -0.4], [-0.2, -0.1, -0.5], [-0.2, -0.1, -0.1], [0.1, -0.4, -2.1], [-0.1, 0.6, 0.9], [-1.2, 0.1, 1.3], [0.9, -0.9, -1.2], [0.6, -0.6, 0.5], [1.2, 0.7, 1.5], [1.3, -1.4, -0.9], [-0.6, 0.1, 0.7], [0.3, 0.6, -0.1], [-0.2, 0.1, 0.2], [-0.8, 0.4, -0.1], [-0.4, -0.1, -0.6], [-0.5, -0.6, -0.2], [0.2, 0.4, -0.1], [-0.6, 0.8, 0.3], [0.7, 0.1, 0.3], [-1.2, 1.7, -1.1], [-0.2, -1.5, 0.1], [0.8, -0.6, -1.7], [-0.2, 0.0, 0.3], [-1.8, -1.3, 1.6], [1.3, 1.5, -0.9], [0.1, -0.2, 0.3], [0.6, 0.2, 0.1], [0.1, 0.0, 0.2], [0.0, 0.1, 0.4], [-0.2, -0.1, -0.5], [0.9, 0.4, 0.3], [-0.6, -0.6, 0.4], [-0.1, 0.1, 0.3], [0.2, 0.3, 0.1], [1.8, -1.1, 0.0], [-0.5, 0.7, 0.4], [-0.7, 0.4, -0.8], [-1.1, -0.5, 0.7], [0.0, 0.5, -1.2], [-0.5, -0.4, 2.0], [-0.3, 0.3, -0.2], [0.5, 0.0, 0.8], [0.1, 0.5, -0.1], [0.2, -0.3, -0.2], [-0.3, -0.2, -0.3], [0.0, 0.1, 0.3], [0.6, 0.0, -0.7], [-0.2, -0.4, -0.5], [0.5, -0.2, 0.3], [0.6, -1.5, -1.2], [-1.2, 2.5, 0.0], [0.9, -0.1, -2.2], [-1.6, 0.2, 2.3], [0.6, 1.3, -1.1], [-1.0, -1.2, -0.2], [0.2, 0.6, 0.6], [0.5, -0.6, 0.5], [0.1, -0.6, 0.0], [0.4, 0.2, 0.1], [-0.9, 0.4, -0.2], [0.4, -0.5, 0.3], [0.2, -0.3, 0.1], [0.5, -0.2, 1.0]]}


- What is the formula in the first record?
  C36H72O18S9